[1]
Here is 7 unconnected molecules or ions with the total composition C27H58B3IO11P2 at a distorted geometry from the OMol25 dataset. Energies are from ωB97M-V with the def2-TZVPD basis set.

```
! RIJCOSX wB97M-V def2-TZVPD def2/J DEFGRID3
* xyz 0 1
C 8.71 0.55 -0.52
C 8.25 0.19 -2.06
C 7.09 1.18 -2.67
B 5.64 1.10 -1.90
O 4.76 2.29 -1.64
B 3.40 1.66 -1.52
P 2.09 2.11 -0.19
O 2.70 1.60 1.21
O 3.13 0.58 -2.53
B 3.86 -0.59 -1.94
P 3.13 -2.36 -1.79
O 3.81 -3.39 -3.05
I 3.92 -3.17 0.44
O 5.23 -0.26 -1.41
H 8.91 -0.50 0.01
H 7.92 1.20 0.07
H 9.74 1.14 -0.53
H 9.22 0.37 -2.74
H 8.00 -0.96 -2.17
H 6.94 0.87 -3.81
H 7.48 2.31 -2.67
H 0.95 1.22 -0.43
H 1.70 3.50 -0.16
H 3.98 -2.79 -3.84
C -0.77 -1.91 -2.98
C -2.22 -1.89 -2.57
C -2.16 -1.19 -1.23
O -1.05 -0.28 -1.29
C -0.27 -0.59 -2.46
H -0.62 -2.03 -4.06
H -0.26 -2.74 -2.47
H -2.80 -1.29 -3.28
H -2.68 -2.88 -2.51
H -1.98 -1.90 -0.42
H -3.08 -0.63 -1.01
H -0.44 0.22 -3.18
H 0.79 -0.61 -2.20
C -0.42 4.85 -3.41
C -0.43 3.87 -4.56
C 0.78 3.01 -4.26
O 0.92 2.98 -2.83
C 0.06 3.98 -2.27
H -1.39 5.31 -3.22
H 0.31 5.64 -3.61
H -1.34 3.26 -4.52
H -0.38 4.35 -5.54
H 1.69 3.45 -4.68
H 0.67 1.99 -4.64
H -0.78 3.46 -1.78
H 0.60 4.55 -1.51
C -3.71 9.21 -4.64
C -4.69 9.03 -3.51
C -4.58 7.56 -3.21
O -3.23 7.17 -3.52
C -2.61 8.25 -4.24
H -3.35 10.24 -4.75
H -4.16 8.89 -5.58
H -4.37 9.62 -2.64
H -5.71 9.34 -3.77
H -5.25 6.97 -3.85
H -4.79 7.32 -2.17
H -1.88 8.72 -3.57
H -2.07 7.85 -5.11
C 6.05 -1.19 4.92
C 4.82 -1.35 5.79
C 3.88 -2.09 4.87
O 4.69 -2.90 4.00
C 6.06 -2.49 4.15
H 6.97 -1.02 5.49
H 5.91 -0.35 4.23
H 5.06 -1.97 6.66
H 4.41 -0.40 6.14
H 3.31 -1.40 4.24
H 3.18 -2.73 5.41
H 6.59 -3.28 4.70
H 6.52 -2.39 3.16
C -1.49 -4.05 3.30
C -2.38 -5.25 3.46
C -3.57 -4.88 2.60
O -3.07 -4.05 1.54
C -1.73 -3.66 1.86
H -0.44 -4.25 3.52
H -1.83 -3.24 3.96
H -1.88 -6.14 3.05
H -2.65 -5.46 4.50
H -4.30 -4.30 3.16
H -4.06 -5.76 2.17
H -1.06 -4.21 1.19
H -1.60 -2.59 1.68
C -8.63 -4.87 5.07
C -8.23 -6.13 4.34
C -6.76 -5.89 4.07
O -6.27 -5.06 5.14
C -7.39 -4.57 5.89
H -9.53 -4.98 5.68
H -8.81 -4.07 4.35
H -8.35 -6.99 5.01
H -8.81 -6.31 3.44
H -6.62 -5.34 3.14
H -6.18 -6.81 4.03
H -7.41 -5.10 6.85
H -7.27 -3.50 6.08
*
```

- SMILES = CCCB1OB([PH2]=O)OB(P(O)I)O1.C1CCOC1.C1CCOC1.C1CCOC1.C1CCOC1.C1CCOC1.C1CCOC1
- max |F| (eV/A) = 5.4
- relative energy (zero: lowest compared OMol25 entry of this formula, charge and spin) (kcal/mol) = 105.5
- LUMO (eV) = -0.63

=====

[2]
Here is 7 unconnected molecules or ions with the total composition C27H58BIO21P at a distorted geometry from the OMol25 dataset. Energies are from ωB97M-V with the def2-TZVPD basis set.

```
! RIJCOSX wB97M-V def2-TZVPD def2/J DEFGRID3
* xyz 1 1
O 0.50 0.00 -1.99
B 0.26 0.02 -0.52
O 0.72 1.18 0.27
O -0.47 -1.13 0.05
P -2.20 -0.93 -0.02
C -2.82 0.46 -1.17
C -4.41 0.33 -1.61
C -5.47 0.57 -0.38
I -5.03 2.29 0.91
H 0.15 0.87 -2.39
H 0.73 1.99 -0.33
H -2.65 -0.77 1.37
H -2.74 -2.22 -0.45
H -2.21 0.40 -2.20
H -2.54 1.52 -0.71
H -4.61 -0.74 -2.04
H -4.59 1.17 -2.43
H -5.68 -0.40 0.28
H -6.52 0.81 -0.90
C 3.41 -1.62 -3.47
C 3.11 -1.21 -4.90
O 3.64 0.09 -5.19
C 4.98 0.14 -5.40
O 5.75 -0.80 -5.37
O 5.32 1.44 -5.61
C 6.72 1.65 -5.74
H 3.06 -0.86 -2.77
H 2.93 -2.57 -3.23
H 4.49 -1.73 -3.30
H 2.03 -1.15 -5.03
H 3.48 -1.95 -5.62
H 7.16 1.00 -6.51
H 7.21 1.49 -4.78
H 6.88 2.69 -6.04
C -5.52 -2.55 -6.89
C -6.81 -2.09 -6.25
O -6.59 -0.93 -5.43
C -6.44 0.24 -6.10
O -6.48 0.39 -7.31
O -6.21 1.22 -5.19
C -5.92 2.49 -5.77
H -4.75 -2.71 -6.13
H -5.67 -3.48 -7.44
H -5.13 -1.80 -7.59
H -7.19 -2.87 -5.59
H -7.59 -1.89 -7.00
H -6.70 2.79 -6.47
H -4.94 2.46 -6.27
H -5.88 3.23 -4.96
C 8.54 -5.33 0.01
C 8.44 -3.87 0.41
O 7.33 -3.23 -0.24
C 6.11 -3.51 0.28
O 5.88 -4.24 1.23
O 5.17 -2.87 -0.47
C 3.83 -3.17 -0.10
H 8.58 -5.43 -1.08
H 9.44 -5.78 0.44
H 7.67 -5.90 0.35
H 9.34 -3.34 0.08
H 8.37 -3.75 1.50
H 3.66 -2.99 0.97
H 3.60 -4.21 -0.36
H 3.17 -2.51 -0.67
C -8.84 4.58 7.11
C -7.89 3.41 7.28
O -8.18 2.36 6.34
C -7.76 2.59 5.07
O -7.16 3.58 4.68
O -8.15 1.53 4.31
C -7.86 1.69 2.92
H -9.88 4.24 7.16
H -8.68 5.33 7.88
H -8.71 5.06 6.13
H -8.03 2.98 8.28
H -6.84 3.72 7.21
H -6.80 1.92 2.76
H -8.50 2.47 2.50
H -8.08 0.74 2.42
C -3.53 5.71 12.38
C -4.62 4.70 12.69
O -5.12 4.10 11.48
C -4.33 3.15 10.92
O -3.25 2.77 11.35
O -4.93 2.73 9.78
C -4.14 1.80 9.03
H -3.88 6.45 11.66
H -3.21 6.22 13.29
H -2.65 5.23 11.93
H -5.46 5.21 13.16
H -4.27 3.93 13.39
H -3.83 0.95 9.65
H -3.28 2.31 8.60
H -4.76 1.42 8.21
C 8.96 -1.89 -2.92
C 8.97 -1.39 -4.35
O 10.27 -1.52 -4.93
C 10.63 -2.77 -5.31
O 9.95 -3.77 -5.21
O 11.90 -2.72 -5.80
C 12.44 -3.99 -6.14
H 9.73 -1.39 -2.33
H 7.99 -1.72 -2.45
H 9.17 -2.97 -2.87
H 8.72 -0.33 -4.36
H 8.22 -1.90 -4.97
H 11.78 -4.54 -6.82
H 12.61 -4.57 -5.23
H 13.40 -3.83 -6.64
*
```

- max |F| (eV/A) = 4.0
- LUMO (eV) = -4.38

=====

| no. | highest occupied orbital energy (eV) | orbital gap (eV) |
| --- | --- | --- |
| 1 | -8.33 | 7.70 |
| 2 | -11.78 | 7.39 |